1.
{
  "formula": "C34H23Cl5F2N8RuS2",
  "method": "ωB97M-V/def2-TZVPD",
  "symbols": ["Ru", "C", "N", "C", "C", "N", "C", "S", "C", "C", "C", "C", "C", "N", "H", "H", "H", "H", "H", "H", "H", "H", "H", "N", "C", "C", "C", "C", "C", "C", "S", "N", "C", "C", "C", "C", "C", "C", "N", "H", "H", "H", "H", "H", "H", "H", "H", "H", "N", "C", "C", "C", "C", "C", "N", "C", "H", "H", "H", "H", "Cl", "C", "C", "C", "Cl", "C", "Cl", "C", "Cl", "C", "Cl", "F", "C", "F", "H"],
  "positions_angstrom": [[-0.116, -0.386, 0.321], [-0.739, 2.431, 4.877], [-1.859, 2.362, 3.952], [-3.112, 2.892, 4.179], [-3.871, 2.583, 3.121], [-3.075, 1.866, 2.225], [-1.824, 1.735, 2.754], [-0.401, 0.907, 2.322], [-3.592, 1.367, 0.991], [-4.961, 1.159, 0.874], [-5.453, 0.765, -0.356], [-4.576, 0.603, -1.415], [-3.232, 0.813, -1.179], [-2.735, 1.177, 0.006], [-1.062, 2.985, 5.754], [0.104, 2.939, 4.411], [-0.432, 1.427, 5.163], [-3.346, 3.441, 5.072], [-4.887, 2.848, 2.908], [-5.628, 1.265, 1.715], [-6.513, 0.586, -0.478], [-4.915, 0.300, -2.394], [-2.510, 0.671, -1.970], [1.785, -1.214, -3.384], [1.961, -2.596, -3.643], [2.275, -3.021, -4.920], [2.420, -4.378, -5.179], [2.242, -5.297, -4.160], [1.925, -4.863, -2.878], [1.794, -3.509, -2.619], [1.488, -2.996, -0.958], [1.079, -1.320, -1.135], [1.260, -0.699, -2.255], [0.862, 0.737, -2.307], [1.296, 1.623, -3.278], [0.908, 2.953, -3.186], [0.107, 3.346, -2.129], [-0.280, 2.396, -1.198], [0.083, 1.117, -1.290], [1.798, -0.620, -4.194], [2.407, -2.295, -5.714], [2.668, -4.708, -6.178], [2.349, -6.355, -4.353], [1.788, -5.580, -2.078], [1.955, 1.318, -4.079], [1.240, 3.667, -3.927], [-0.202, 4.374, -2.008], [-0.899, 2.644, -0.348], [2.727, 5.840, 1.148], [2.957, 4.743, 0.895], [3.189, 3.364, 0.566], [4.357, 2.943, -0.058], [4.469, 1.602, -0.382], [3.420, 0.750, -0.076], [2.300, 1.146, 0.532], [2.196, 2.430, 0.848], [5.147, 3.647, -0.280], [5.356, 1.215, -0.863], [3.480, -0.303, -0.326], [1.284, 2.736, 1.347], [-2.721, -1.412, 2.589], [-1.201, -2.259, 2.633], [-0.102, -1.829, 1.869], [1.100, -2.441, 2.240], [2.600, -1.754, 1.679], [1.209, -3.507, 3.132], [2.731, -4.236, 3.462], [0.068, -3.976, 3.767], [0.160, -5.294, 4.862], [-1.138, -3.318, 3.542], [-2.532, -3.827, 4.413], [-1.463, -1.505, -1.908], [-1.402, -1.747, -0.531], [-2.703, -1.701, -0.149], [-1.058, -2.771, -0.402]],
  "forces_ev_per_angstrom": [[0.3, -0.3, 0.0], [0.0, 0.0, 0.0], [0.0, 0.1, 0.0], [0.0, -0.1, 0.0], [0.0, 0.1, 0.0], [0.0, 0.0, 0.0], [0.0, 0.0, 0.1], [-0.3, 0.3, -0.1], [0.0, -0.1, 0.0], [0.0, -0.1, 0.0], [0.0, 0.0, 0.0], [0.0, 0.0, 0.0], [0.0, 0.1, 0.0], [0.0, 0.2, 0.0], [0.0, 0.0, 0.0], [0.0, 0.0, 0.0], [0.0, 0.0, 0.0], [0.0, 0.0, 0.0], [0.0, 0.0, -0.1], [0.0, 0.0, 0.0], [0.0, 0.0, 0.0], [0.0, 0.0, 0.0], [0.0, 0.0, 0.0], [0.2, -0.1, 0.1], [0.0, 0.1, 0.0], [0.0, 0.0, 0.0], [0.0, 0.0, 0.0], [0.0, 0.0, 0.0], [0.0, 0.0, 0.0], [-0.1, -0.1, 0.0], [0.2, 0.1, -0.1], [-0.1, -0.4, -0.3], [0.0, 0.3, -0.1], [0.0, -0.2, 0.1], [0.0, 0.1, 0.0], [0.0, 0.0, 0.0], [0.0, 0.0, 0.0], [0.0, 0.0, -0.1], [-0.1, 0.1, 0.3], [0.0, 0.0, 0.0], [0.0, 0.0, 0.0], [0.0, 0.0, 0.0], [0.0, 0.0, 0.0], [0.0, 0.0, 0.0], [0.0, 0.0, 0.0], [0.0, 0.0, 0.0], [0.0, 0.0, 0.0], [0.0, 0.0, 0.0], [0.0, 0.0, 0.0], [0.0, 0.0, 0.0], [0.0, 0.0, 0.0], [0.0, 0.0, 0.0], [0.0, 0.0, 0.0], [0.0, 0.0, 0.0], [0.0, 0.1, -0.1], [0.0, 0.0, 0.0], [0.0, 0.0, 0.0], [0.0, 0.0, 0.0], [0.0, 0.0, 0.0], [0.0, 0.0, 0.0], [0.0, 0.0, 0.0], [0.0, 0.0, 0.0], [0.1, -0.1, 0.0], [0.0, 0.1, 0.1], [0.0, 0.0, 0.1], [0.0, 0.0, 0.0], [0.0, 0.0, 0.0], [0.0, 0.0, 0.0], [0.0, 0.0, 0.0], [0.0, 0.0, 0.0], [0.0, 0.0, 0.0], [0.1, 0.0, 0.0], [-0.3, 0.2, 0.0], [0.1, 0.0, 0.0], [0.1, -0.1, 0.0]],
  "mulliken_charge": [0.482, -0.803, 0.258, -0.802, -0.404, 0.623, -0.001, -0.781, 0.590, -1.283, -0.645, -1.135, -0.013, 0.466, 0.326, 0.307, 0.352, 0.447, 0.551, 0.455, 0.427, 0.468, 0.346, 0.164, -0.336, -0.663, -0.602, -0.780, -0.650, 1.008, -0.236, -0.096, 1.077, 0.023, -0.993, -1.086, -0.833, -0.652, 1.942, 0.125, 0.412, 0.405, 0.409, 0.455, 0.596, 0.454, 0.532, 0.197, -0.489, -0.125, 0.006, -0.362, -1.276, -0.196, 0.580, -0.130, 0.528, 0.479, 0.446, 0.542, -0.143, 1.224, -1.409, 1.173, -0.219, -0.270, -0.179, 0.369, -0.183, -0.077, -0.187, -0.388, -0.358, -0.294, 0.835],
  "orbital_gap_ev": [6.91, 6.90],
  "fmax_ha_per_bohr": 0.0100,
  "lumo_energy_ev": [-3.42, -3.47],
  "s2": 0.757,
  "homo_energy_ev": [-10.326, -10.364],
  "e_above_lowest_kj_mol": 54.1,
  "spin_multiplicity": 2,
  "total_charge": 1
}

***

2.
{
  "formula": "C34H23F10N2O5S2SbSrTe",
  "method": "ωB97M-V/def2-TZVPD",
  "symbols": ["Sr", "O", "S", "O", "O", "O", "C", "C", "C", "C", "N", "C", "C", "C", "C", "C", "C", "N", "H", "H", "H", "H", "H", "H", "H", "H", "S", "Sb", "C", "C", "C", "C", "C", "C", "C", "C", "C", "C", "C", "C", "C", "C", "C", "C", "C", "C", "H", "H", "H", "H", "H", "H", "H", "H", "H", "H", "H", "H", "H", "H", "H", "F", "Te", "F", "F", "F", "F", "O", "F", "C", "C", "C", "F", "C", "F", "C", "F", "C", "F"],
  "positions_angstrom": [[-0.840, 1.299, -1.012], [1.417, 3.363, 0.348], [2.001, 2.257, -0.399], [3.441, 2.207, -0.361], [1.413, 2.211, -1.758], [1.426, 0.947, 0.271], [2.039, -1.641, -3.595], [1.529, -1.709, -4.878], [0.356, -1.029, -5.177], [-0.274, -0.313, -4.167], [0.214, -0.262, -2.927], [1.347, -0.896, -2.650], [-1.507, 0.486, -4.418], [-2.421, 0.142, -5.407], [-3.539, 0.941, -5.588], [-3.702, 2.061, -4.793], [-2.753, 2.316, -3.813], [-1.689, 1.543, -3.621], [2.958, -2.132, -3.306], [2.044, -2.270, -5.649], [-0.045, -1.031, -6.181], [1.737, -0.807, -1.641], [-2.282, -0.756, -5.992], [-4.281, 0.678, -6.331], [-4.566, 2.704, -4.890], [-2.858, 3.146, -3.123], [3.809, -1.504, 0.054], [2.455, -0.577, 1.622], [2.931, 1.079, 2.860], [4.143, 1.033, 3.543], [4.498, 2.057, 4.408], [3.627, 3.120, 4.614], [2.413, 3.160, 3.947], [2.065, 2.144, 3.064], [2.898, -1.930, 3.298], [3.805, -2.978, 3.190], [4.049, -3.826, 4.267], [3.383, -3.635, 5.469], [2.471, -2.593, 5.590], [2.236, -1.751, 4.512], [0.430, -1.204, 1.685], [0.167, -2.552, 1.469], [-1.141, -3.018, 1.496], [-2.189, -2.146, 1.747], [-1.931, -0.801, 1.974], [-0.623, -0.330, 1.942], [4.815, 0.194, 3.399], [5.452, 2.026, 4.921], [3.902, 3.923, 5.289], [1.734, 3.992, 4.085], [1.141, 2.223, 2.512], [4.318, -3.123, 2.245], [4.762, -4.637, 4.166], [3.572, -4.294, 6.309], [1.944, -2.438, 6.525], [1.524, -0.937, 4.623], [0.981, -3.237, 1.262], [-1.341, -4.065, 1.297], [-3.211, -2.506, 1.742], [-2.744, -0.108, 2.153], [-0.432, 0.720, 2.106], [-3.438, 3.825, 1.326], [-1.803, 4.415, 0.586], [-2.809, 5.967, 0.249], [-0.358, 5.503, 0.150], [-1.141, 2.775, 1.337], [-1.453, 5.049, 2.305], [-1.930, 3.601, -1.005], [-4.677, 1.217, -1.800], [-4.227, -0.053, -2.037], [-2.994, -0.444, -1.575], [-2.670, -1.740, -1.893], [-1.474, -2.260, -1.488], [-3.471, -2.601, -2.625], [-3.100, -3.867, -2.916], [-4.691, -2.141, -3.084], [-5.494, -2.943, -3.815], [-5.080, -0.847, -2.787], [-6.268, -0.395, -3.252]],
  "forces_ev_per_angstrom": [[0.2, 0.1, 0.0], [-0.1, 0.1, 0.1], [0.1, 0.2, 0.2], [0.1, -0.2, -0.1], [0.0, -0.2, -0.1], [0.0, -0.1, -0.1], [0.0, 0.0, 0.0], [0.0, 0.0, 0.0], [0.0, 0.0, 0.0], [0.0, 0.0, 0.0], [0.0, 0.0, 0.0], [0.0, 0.0, 0.1], [0.0, -0.1, 0.0], [0.0, 0.0, 0.0], [0.0, 0.0, 0.0], [0.0, 0.0, 0.0], [0.0, 0.0, 0.0], [-0.1, 0.1, -0.1], [0.0, 0.0, 0.0], [0.0, 0.0, 0.0], [0.0, 0.0, 0.0], [0.0, 0.0, 0.0], [0.0, 0.0, 0.0], [0.0, 0.0, 0.0], [0.0, 0.0, 0.0], [0.0, 0.0, 0.0], [-0.1, 0.0, -0.1], [0.1, 0.0, 0.0], [0.0, 0.0, 0.0], [0.0, 0.0, 0.0], [0.0, 0.0, 0.0], [0.0, 0.0, 0.0], [0.0, 0.0, 0.0], [0.0, 0.0, 0.0], [0.0, 0.0, 0.0], [0.0, 0.0, 0.0], [0.0, 0.0, 0.0], [0.0, 0.0, 0.0], [0.0, 0.0, 0.0], [0.0, 0.0, 0.0], [0.0, 0.0, -0.1], [-0.1, 0.1, 0.0], [0.0, 0.0, 0.0], [0.0, 0.0, 0.0], [0.0, 0.0, 0.0], [-0.1, -0.1, 0.0], [0.0, 0.0, 0.0], [0.0, 0.0, 0.0], [0.0, 0.0, 0.0], [0.0, 0.0, 0.0], [0.0, 0.0, -0.1], [0.0, 0.0, 0.0], [0.0, 0.0, 0.0], [0.0, 0.0, 0.0], [0.0, 0.0, 0.0], [0.0, 0.0, 0.0], [0.0, 0.0, 0.0], [0.0, 0.0, 0.0], [0.0, 0.0, 0.0], [0.0, 0.0, 0.0], [0.0, 0.1, 0.0], [0.1, 0.0, -0.1], [-0.5, 0.0, 0.1], [0.0, 0.0, 0.0], [0.1, -0.3, 0.1], [0.2, 0.2, -0.1], [-0.1, 0.1, 0.0], [-0.1, 0.1, 0.1], [0.0, 0.0, 0.0], [0.0, 0.0, -0.1], [0.0, 0.0, 0.0], [0.0, 0.0, 0.1], [0.0, 0.0, 0.0], [0.0, 0.0, 0.0], [0.0, 0.0, 0.0], [-0.1, 0.1, 0.0], [0.0, 0.0, 0.0], [0.0, 0.0, 0.0], [0.0, 0.0, 0.0]],
  "mulliken_charge": [1.051, -0.550, 0.893, -0.724, -0.686, -1.032, -0.947, -0.453, -0.863, -0.043, 1.099, -0.160, 0.885, -0.894, -0.551, -0.607, -0.344, -0.009, 0.483, 0.387, 0.436, -0.116, 0.348, 0.385, 0.405, 0.505, -0.656, 2.590, 0.645, -0.566, -0.526, -0.406, -0.728, -0.027, -0.293, -0.411, -0.408, -0.372, -0.622, -0.274, 0.434, -0.524, -0.653, -0.494, -0.347, -0.617, 0.339, 0.369, 0.339, 0.433, -0.155, 0.318, 0.378, 0.337, 0.365, 0.264, 0.392, 0.357, 0.363, 0.486, 0.368, -0.480, 2.211, -0.421, -0.399, -0.527, -0.437, -0.733, -0.485, -0.369, 0.062, 0.560, -0.369, -0.002, -0.386, 0.909, -0.375, 0.043, -0.402],
  "orbital_gap_ev": 7.26,
  "fmax_ha_per_bohr": 0.0094,
  "lumo_energy_ev": 4.04,
  "homo_energy_ev": -3.221,
  "e_above_lowest_kj_mol": 35.3,
  "total_charge": -2
}

***

3.
{
  "formula": "C34H23N7PtS2Te",
  "method": "ωB97M-V/def2-TZVPD",
  "symbols": ["Pt", "N", "C", "N", "C", "N", "N", "C", "C", "C", "C", "C", "C", "N", "C", "C", "C", "C", "C", "C", "H", "H", "H", "H", "H", "H", "H", "H", "H", "H", "H", "S", "C", "C", "C", "C", "N", "C", "C", "C", "S", "C", "N", "H", "H", "Te", "C", "C", "C", "C", "C", "C", "C", "C", "C", "C", "C", "C", "H", "H", "H", "H", "H", "H", "H", "H", "H", "H"],
  "positions_angstrom": [[1.377, -0.788, -1.437], [-1.905, -3.827, 0.244], [-1.172, -3.093, -0.592], [-0.086, -2.468, -0.252], [0.368, -2.549, 1.052], [1.541, -2.088, 1.369], [2.289, -1.576, 0.403], [3.571, -1.692, 0.456], [4.357, -1.281, -0.679], [5.743, -1.440, -0.715], [6.430, -1.134, -1.878], [5.720, -0.642, -2.964], [4.343, -0.489, -2.845], [3.682, -0.823, -1.749], [-0.423, -3.252, 2.036], [-0.049, -3.353, 3.381], [-0.798, -4.117, 4.248], [-1.927, -4.800, 3.791], [-2.315, -4.712, 2.468], [-1.569, -3.938, 1.585], [-2.711, -4.337, -0.099], [-1.493, -3.024, -1.623], [4.055, -2.171, 1.304], [6.254, -1.813, 0.157], [7.497, -1.288, -1.935], [6.212, -0.387, -3.889], [3.764, -0.090, -3.665], [0.835, -2.833, 3.715], [-0.507, -4.203, 5.284], [-2.501, -5.409, 4.470], [-3.182, -5.247, 2.114], [0.014, -0.877, -3.382], [-0.395, 0.772, -3.715], [-1.420, 0.984, -4.647], [-1.837, 2.265, -4.965], [-2.925, 2.496, -5.846], [-3.821, 2.699, -6.527], [-1.186, 3.374, -4.377], [-0.166, 3.172, -3.457], [0.232, 1.884, -3.107], [1.472, 1.734, -1.885], [-1.586, 4.698, -4.689], [-1.904, 5.775, -4.910], [-1.896, 0.129, -5.106], [0.320, 4.026, -3.008], [-0.563, 0.892, 0.120], [-2.588, 1.395, 0.721], [-3.135, 1.052, 1.949], [-4.441, 1.431, 2.225], [-5.177, 2.154, 1.298], [-4.618, 2.493, 0.075], [-3.326, 2.098, -0.225], [0.469, 1.653, 1.819], [0.715, 0.822, 2.902], [1.345, 1.343, 4.018], [1.729, 2.676, 4.045], [1.499, 3.490, 2.946], [0.865, 2.984, 1.824], [-2.563, 0.500, 2.684], [-4.882, 1.163, 3.174], [-6.191, 2.447, 1.524], [-5.179, 3.068, -0.646], [-2.889, 2.360, -1.181], [0.417, -0.219, 2.874], [1.529, 0.704, 4.867], [2.203, 3.081, 4.925], [1.802, 4.526, 2.960], [0.675, 3.620, 0.969]],
  "forces_ev_per_angstrom": [[0.4, 0.2, -0.4], [-0.2, -0.1, -0.4], [0.0, -0.1, 0.0], [0.1, 0.0, -0.1], [0.8, 0.2, -0.6], [-0.5, -0.7, 1.8], [0.7, 0.6, -1.7], [-0.8, -0.2, 0.6], [0.8, 0.1, -0.7], [-0.6, 0.1, 0.1], [-0.2, 0.1, -0.2], [0.0, -0.1, 0.3], [0.2, 0.1, -0.3], [-0.6, 0.0, 0.2], [-0.5, -0.3, 0.1], [-0.2, 0.0, -0.1], [0.0, 0.0, 0.0], [0.0, 0.1, -0.3], [0.0, 0.0, 0.0], [0.6, 0.3, 0.7], [0.1, 0.1, 0.0], [-0.2, -0.1, 0.0], [-0.1, 0.0, 0.0], [0.1, -0.1, 0.1], [0.1, 0.0, 0.0], [0.0, 0.0, -0.1], [-0.1, 0.0, 0.0], [0.1, 0.0, 0.0], [0.0, 0.0, 0.1], [-0.1, -0.1, 0.1], [-0.2, -0.1, 0.0], [0.4, 0.7, 0.4], [0.2, -0.5, 0.1], [-0.4, 0.4, -0.3], [0.5, -0.3, 0.4], [-0.1, -0.1, -0.1], [-0.4, 0.1, -0.3], [0.4, -0.6, 0.4], [-0.2, 0.1, -0.3], [0.2, -0.1, 0.3], [0.1, -0.7, 0.0], [0.0, 0.1, 0.0], [-0.1, 0.5, -0.1], [-0.1, 0.0, -0.1], [0.0, 0.0, 0.0], [-0.9, 0.5, 1.0], [0.5, 0.0, -0.4], [0.2, -0.1, 0.1], [0.0, 0.0, 0.0], [0.0, 0.0, -0.1], [-0.1, 0.0, 0.0], [0.2, 0.0, -0.1], [-0.1, -0.1, -0.4], [-0.2, -0.2, -0.2], [0.0, 0.0, 0.1], [0.0, 0.0, 0.0], [0.0, 0.0, 0.0], [-0.1, 0.0, -0.2], [0.0, 0.0, 0.1], [0.0, 0.0, 0.1], [0.0, 0.0, 0.0], [-0.1, 0.0, 0.0], [0.0, 0.0, 0.0], [0.0, 0.0, 0.1], [0.0, 0.0, 0.1], [0.1, 0.0, 0.1], [0.0, 0.1, 0.0], [0.0, 0.0, 0.0]],
  "nbo_charge": [0.825, -0.529, 0.352, -0.603, 0.412, -0.359, -0.299, 0.122, 0.102, -0.178, -0.126, -0.207, 0.069, -0.454, -0.174, -0.137, -0.195, -0.133, -0.251, 0.242, 0.440, 0.219, 0.228, 0.245, 0.252, 0.254, 0.221, 0.244, 0.243, 0.245, 0.235, 0.154, -0.239, -0.127, -0.100, 0.214, -0.176, -0.074, -0.131, -0.199, 0.036, 0.221, -0.168, 0.256, 0.252, 1.023, -0.295, -0.178, -0.204, -0.162, -0.186, -0.245, -0.322, -0.172, -0.217, -0.154, -0.188, -0.230, 0.218, 0.238, 0.241, 0.241, 0.216, 0.211, 0.234, 0.238, 0.241, 0.229],
  "orbital_gap_ev": [7.18, 5.07],
  "fmax_ha_per_bohr": 0.0394,
  "lumo_energy_ev": [-6.34, -8.70],
  "s2": 6.035,
  "homo_energy_ev": [-13.518, -13.764],
  "e_above_lowest_kj_mol": 90.8,
  "spin_multiplicity": 5,
  "total_charge": 2
}

***

> Which formula does entry 2 have?

C34H23F10N2O5S2SbSrTe